DFT (ωB97M-V with the def2-TZVPD basis set) results for C28H45BCl10KMgNO17P as an isolated structure in a non-equilibrium geometry.

Positions of all 105 atoms, in Å:
1 C -3.4061 -5.8135 3.9141
2 N -2.6991 -5.5857 2.5964
3 C -3.6428 -5.5651 1.4156
4 B -1.7549 -4.3989 2.6264
5 O -1.0990 -4.0648 3.9403
6 O -1.3618 -3.5520 1.4822
7 P -2.0291 -1.9457 1.6001
8 O -2.7564 -1.6312 2.9757
9 O -0.7650 -0.7146 1.4252
10 C 0.2055 -0.8265 2.5544
11 C 1.7306 -1.1013 1.9424
12 C 2.7816 -1.6841 3.0785
13 O 2.2474 -1.5926 4.4562
14 O -3.0960 -1.7380 0.2195
15 C -3.9061 -0.5128 0.3434
16 C -5.5001 -1.0130 0.4212
17 C -5.7928 -2.0309 1.6726
18 C -6.2846 -1.3078 3.0592
19 C -6.0762 -2.1905 4.4603
20 C -6.5280 -1.6905 5.9548
21 C -7.2507 -0.2071 6.0678
22 C -7.4464 0.7253 4.7090
23 C -6.9634 0.1775 3.2042
24 H -2.6789 -6.1832 4.7826
25 H -4.2476 -6.6467 3.7630
26 H -3.9667 -4.8668 4.3149
27 H -3.6719 -4.5620 0.8148
28 H -3.3459 -6.5000 0.7382
29 H -4.7586 -5.7682 1.7722
30 H -1.6978 -3.4783 4.4895
31 H -0.1091 -1.6648 3.3222
32 H 0.2623 0.1814 3.1779
33 H 1.5893 -1.9111 1.0790
34 H 2.1469 -0.1202 1.4530
35 H 2.9530 -2.8321 2.8410
36 H 3.8230 -1.1140 2.9670
37 H 2.3070 -0.6392 4.7739
38 H -3.6725 0.1359 1.2888
39 H -3.7813 0.1016 -0.6711
40 H -6.2364 -0.1042 0.3414
41 H -5.6551 -1.6485 -0.5773
42 H -6.6819 -2.7436 1.3319
43 H -4.8657 -2.7406 1.8664
44 H -5.5687 -3.2602 4.3854
45 H -6.3434 -2.4187 6.8696
46 H -7.5764 0.1342 7.1561
47 H -7.9385 1.7786 4.8772
48 H -7.1169 0.8598 2.2543
49 K 1.4615 1.7771 3.1314
50 C 2.6801 -3.2387 -1.2853
51 O 3.2834 -2.2052 -0.5288
52 H 1.5984 -3.2025 -1.1372
53 H 2.9055 -3.0951 -2.3450
54 H 3.0596 -4.2067 -0.9491
55 H 4.2421 -2.2625 -0.6803
56 C 4.1615 -2.8878 -5.5343
57 Cl 4.7017 -2.0483 -7.0100
58 Cl 5.2296 -2.4500 -4.1771
59 Cl 2.4894 -2.4040 -5.1541
60 Cl 4.2252 -4.6491 -5.7959
61 C 0.8615 -0.1878 -7.9343
62 Cl 1.9583 0.9539 -7.1170
63 Cl -0.5951 -0.4292 -6.9370
64 Cl 0.3921 0.4723 -9.5213
65 Cl 1.6907 -1.7483 -8.1619
66 C -2.7893 2.0954 -8.6945
67 C -2.7140 2.4081 -7.2352
68 O -3.8330 3.2481 -7.0242
69 C -4.7282 2.9735 -8.0176
70 O -5.8736 3.3919 -8.0475
71 O -4.1751 2.1693 -8.9719
72 H -2.3997 1.1007 -8.9278
73 H -2.2659 2.8358 -9.3085
74 H -2.8193 1.5150 -6.6102
75 H -1.7869 2.9223 -6.9671
76 C -8.1342 0.9026 -8.8898
77 O -8.0325 0.8222 -7.6753
78 O -9.1800 1.1466 -9.5026
79 O -7.2072 0.7527 -9.6940
80 Mg 4.7200 -4.6950 -8.2035
81 C 7.3476 0.8094 -3.0939
82 Cl 8.9922 0.4120 -2.5813
83 Cl 6.6775 2.1231 -2.1191
84 H 7.3664 1.1180 -4.1420
85 H 6.7162 -0.0752 -2.9811
86 O 3.9485 4.2580 4.6320
87 C 5.1145 3.9611 4.4308
88 O 5.5769 3.3954 3.2774
89 C 6.9610 3.0843 3.4305
90 C 7.4505 3.9823 4.5364
91 C 6.2332 4.1167 5.4159
92 H 7.0545 2.0232 3.6844
93 H 7.4872 3.2715 2.4899
94 H 8.3255 3.5852 5.0578
95 H 7.7175 4.9639 4.1265
96 H 6.1738 3.3121 6.1542
97 H 6.1964 5.0936 5.9034
98 O 5.1800 8.2692 1.5090
99 C 5.4780 7.6776 2.6747
100 C 6.9618 8.0872 3.1135
101 O 7.2644 7.4872 4.2735
102 H 5.4554 6.5737 2.6964
103 H 4.8354 7.9216 3.5389
104 H 6.9803 9.1916 3.1016
105 H 7.6044 7.8543 2.2462

frontier orbital gap = 0.8 eV
net charge = -1

Results of the Mulliken charge analysis, in e, for atoms 1 through 6: atom 1 (C): -0.61, atom 2 (N): -0.07, atom 3 (C): -0.73, atom 4 (B): 0.34, atom 5 (O): -0.56, atom 6 (O): -0.35



DFT (ωB97M-V with the def2-TZVPD basis set) results for C28H45BIN3NbO9 as an isolated structure in a non-equilibrium geometry.

Positions of all 88 atoms, in Å:
1 C 2.3899 4.2464 -6.3372
2 C 1.6398 4.2939 -4.8655
3 C 0.5826 3.0249 -4.7209
4 O 0.8525 2.3051 -3.4668
5 C -0.3961 1.8991 -2.7867
6 Nb 0.1101 1.1740 -0.6380
7 C 0.6269 0.3616 1.4524
8 C 1.7560 -0.8710 1.3930
9 C 2.8068 -0.7065 2.6683
10 I 4.7810 -1.4494 2.0009
11 C -1.3882 -0.5491 -0.8894
12 C -0.7162 -1.8981 -1.5920
13 C -0.5434 -3.1583 -0.5442
14 C 0.9128 -3.8827 -0.9359
15 O 2.1093 -3.2656 -0.7589
16 O 0.9743 -5.2313 -1.5499
17 C 1.7968 -6.1546 -0.7530
18 C 3.3844 -6.2256 -1.2228
19 C -1.5656 2.5015 0.1185
20 C -1.0176 3.4297 1.5387
21 C -0.7805 5.1212 1.2262
22 O -2.0322 4.4870 2.0842
23 B 1.7028 2.8048 -0.5170
24 N 3.1053 2.3551 -0.0390
25 O 1.5508 4.2278 -0.8758
26 H 1.5990 4.5179 -7.1692
27 H 3.2951 5.0083 -6.3688
28 H 2.7310 3.1277 -6.5637
29 H 2.4140 4.2450 -3.9879
30 H 1.1070 5.3420 -4.7936
31 H 0.7097 2.3866 -5.6970
32 H -0.5094 3.4992 -4.7751
33 H -1.1499 2.8077 -2.7540
34 H -0.9407 0.9979 -3.3466
35 H 1.4105 0.0741 -1.3488
36 H -0.3449 0.0545 2.0336
37 H 1.2015 1.2531 1.9962
38 H 2.3976 -0.7446 0.4138
39 H 1.2593 -1.9279 1.4604
40 H 2.8794 0.3888 3.0813
41 H 2.4315 -1.4773 3.4909
42 H -2.2689 -0.2273 -1.6179
43 H -1.8882 -0.7923 0.1592
44 H 0.2913 -1.6274 -2.1287
45 H -1.4462 -2.2750 -2.4587
46 H -0.5947 -2.8183 0.5779
47 H -1.4196 -3.9064 -0.7762
48 H 1.6876 -5.8936 0.3856
49 H 1.3144 -7.2340 -0.8965
50 H 3.9030 -5.2663 -0.7636
51 H 3.4692 -6.1514 -2.3970
52 H 3.9096 -7.1985 -0.7809
53 H -2.5509 1.9623 0.4471
54 H -1.7254 3.3884 -0.6395
55 H -0.2210 2.8676 2.3281
56 H -0.4662 5.6734 2.2370
57 H -1.5859 5.6583 0.5499
58 H 3.2616 1.4114 -0.5055
59 H 3.0489 2.0980 0.9919
60 H 2.4882 4.5028 -1.1769
61 C -7.1485 5.2541 -0.5644
62 C -6.3936 4.6032 0.4127
63 C -5.5365 3.5605 0.0556
64 C -5.4392 3.1791 -1.2897
65 C -6.2017 3.8257 -2.2716
66 C -7.0575 4.8652 -1.9020
67 N -4.5209 2.1008 -1.6750
68 O -3.8778 1.5407 -0.7747
69 O -4.4382 1.8150 -2.8781
70 H -7.8113 6.0702 -0.2819
71 H -6.4711 4.9110 1.4532
72 H -4.9548 3.0634 0.8288
73 H -6.1397 3.5366 -3.3187
74 H -7.6513 5.3753 -2.6572
75 C 2.6825 -4.2070 6.7828
76 C 2.8389 -3.8434 5.4444
77 C 2.5188 -4.7492 4.4311
78 C 2.0364 -6.0206 4.7711
79 C 1.8858 -6.3909 6.1141
80 C 2.2118 -5.4776 7.1187
81 N 1.6742 -6.9681 3.7103
82 O 1.8397 -6.6099 2.5347
83 O 1.2198 -8.0699 4.0506
84 H 2.9280 -3.4954 7.5693
85 H 3.2077 -2.8519 5.1906
86 H 2.6462 -4.4505 3.3929
87 H 1.5171 -7.3761 6.3922
88 H 2.0954 -5.7545 8.1641

frontier orbital gap = 5.0 eV
net charge = -1

Results of the Mulliken charge analysis, in e, for atoms 1 through 6: atom 1 (C): -0.98, atom 2 (C): -0.19, atom 3 (C): -0.46, atom 4 (O): -0.28, atom 5 (C): -0.26, atom 6 (Nb): -0.70



Look up the net charge of the first one.
-1



frontier orbital gap of number 2 (C28H45BIN3NbO9)?
5.0 eV



What is the formula in the first record?
C28H45BCl10KMgNO17P



The highest frontier orbital gap belongs to which entry?
C28H45BIN3NbO9